i | 52
Properties=species:S:1:pos:R:3 method="wB97M-V/def2-TZVPD" e_homo_ev=-13.1 total_charge=+1 homo_lumo_gap_ev=10.547
O -1.86 -0.25 -3.13
H -0.21 -3.68 3.26
H -1.75 -4.20 3.43
O -1.15 -3.45 3.09
H 2.21 -2.60 2.45
H -0.22 1.74 -4.81
O -0.85 2.03 1.42
H 0.56 2.85 -4.24
H -0.75 2.93 1.85
O 3.63 3.11 -0.62
H 4.02 3.85 -1.08
H -4.31 -0.03 0.65
O -1.92 3.82 -0.85
H -1.60 -2.56 0.00
O -0.82 -0.44 2.24
H -0.99 0.56 1.81
H 2.86 -0.50 2.38
O 1.96 -1.03 1.05
H 2.54 -0.50 -3.71
H 1.51 -0.88 0.18
O -4.05 -0.27 -0.15
H -1.96 -0.92 -2.36
H -1.19 -1.15 -0.28
O 1.47 -3.27 2.33
H -1.69 0.64 -0.82
H 1.98 -4.08 2.12
O 3.16 -0.31 3.36
H 2.04 -1.83 1.21
H 3.84 0.31 3.32
O -0.83 0.56 -0.81
H 3.13 -2.23 -0.92
H -2.51 3.39 -1.49
O 0.83 0.60 3.90
H -1.59 2.03 0.82
H 1.74 0.74 3.60
O 2.69 -2.93 -0.39
H -1.75 -0.97 -3.85
H 2.71 -3.71 -0.78
O -0.79 -2.04 -0.22
H -4.28 1.71 -1.84
H -0.20 -0.14 3.04
O -3.91 1.69 -2.71
H -1.11 4.25 -1.43
H -3.77 0.85 -3.13
O 0.24 2.06 -3.99
H -0.02 -1.00 1.75
H 3.07 2.90 -1.45
O 2.42 -0.15 -2.86
H 2.42 0.75 -3.07
H -4.84 -0.56 -0.60
H -0.49 0.83 -1.69
H 0.36 1.48 4.03

***

ii | 52
Properties=species:S:1:pos:R:3 method="wB97M-V/def2-TZVPD" e_homo_ev=-13.1 total_charge=+1 homo_lumo_gap_ev=10.282
O -4.43 -1.18 -1.22
H -4.00 -1.32 -0.34
H -5.29 -1.25 -1.23
O 1.60 -1.54 1.56
H 0.78 -1.54 1.07
H 1.52 -0.74 2.08
O 1.89 -3.76 -1.53
H 2.55 -3.70 -2.08
H 1.39 -4.57 -1.66
O -1.01 -0.92 -2.32
H -0.20 -0.43 -2.80
H -3.09 1.38 -2.49
O 0.87 0.58 -3.59
H -1.81 -0.62 -2.73
O -0.49 -1.69 4.39
H -1.01 -2.09 5.12
H 0.13 -2.36 3.98
O -0.54 2.46 1.71
H -1.00 2.07 2.49
H 0.41 2.27 1.97
O -3.09 0.42 -2.91
H 1.38 1.29 -3.18
H -3.95 0.08 -3.02
O 2.04 -4.39 1.76
H -2.37 -0.52 2.02
H 1.18 -4.03 1.88
O 2.54 1.32 3.62
H 1.97 1.33 4.38
H 3.51 1.21 3.83
O 1.10 4.90 0.31
H 1.15 3.93 0.19
H 0.87 4.68 1.31
O 3.59 0.75 -0.63
H 4.41 0.97 -0.34
H 3.16 0.18 0.07
O -3.82 -0.39 2.30
H -4.03 0.23 1.49
H -4.08 -1.30 2.48
O -0.37 0.76 -0.62
H 0.58 0.98 -0.32
H -1.20 -1.03 2.88
O -1.82 2.66 -2.05
H -1.60 3.60 -1.85
H -1.46 2.12 -1.34
O -1.43 -0.63 1.96
H -1.24 -0.17 -1.62
H -0.53 -0.02 -0.01
O 3.44 0.85 -3.17
H 3.52 -0.03 -3.61
H 4.31 1.05 -3.00
H 0.81 0.52 -4.43
H 2.75 -3.91 2.06

***

Result of the stability comparison: i is the most stable of them.

***

i | 18
Properties=species:S:1:pos:R:3 method="wB97M-V/def2-TZVPD" e_homo_ev=-8.4 homo_lumo_gap_ev=9.083 smiles=CNCN.O.O
C 1.72 2.13 -0.65
N 1.59 0.66 -0.46
C 0.96 -0.18 -1.45
N 0.05 -1.20 -0.87
H 1.96 2.59 0.31
H 0.77 2.59 -0.96
H 2.51 2.31 -1.38
H 1.43 0.40 0.49
H 0.45 0.50 -2.11
H 1.65 -0.73 -2.08
H -0.80 -0.69 -0.63
H 0.52 -1.43 0.01
O -3.18 -0.67 0.28
H -3.27 -0.73 -0.68
H -3.47 -1.51 0.65
O -1.33 -1.18 3.13
H -0.69 -1.44 2.45
H -0.86 -1.44 3.95

***

ii | 18
Properties=species:S:1:pos:R:3 method="wB97M-V/def2-TZVPD" e_homo_ev=-9.3 homo_lumo_gap_ev=9.830 smiles=CNCN.O.O
C 1.61 2.10 -0.30
N 0.90 0.83 -0.17
C -0.57 0.97 0.01
N -1.15 -0.38 0.20
H 2.69 1.95 -0.37
H 1.31 2.62 -1.22
H 1.39 2.77 0.53
H 0.94 0.34 -1.05
H -1.02 1.21 -0.96
H -0.73 1.63 0.85
H -1.10 -0.90 -0.66
H -0.60 -0.92 0.86
O -3.91 -0.93 1.29
H -3.01 -0.65 1.00
H -4.10 -1.66 0.71
O 2.58 -2.88 0.13
H 2.36 -3.74 -0.20
H 2.43 -2.35 -0.66

***

Result of the stability comparison: ii is the most stable of them.